1.
{"formula": "C3H3NOS3", "method": "ωB97M-V/def2-TZVPD", "homo_ev": -8.98, "spin_multiplicity": 1, "max_force_ev_per_a": 9.71, "homo_lumo_gap_ev": 6.9, "species": ["S", "C", "N", "O", "C", "S", "C", "S", "H", "H", "H"], "xyz": [[2.266292, -1.227312, 0.259331], [0.769343, -0.710230, -0.131784], [-0.418516, -1.636171, -0.224491], [-1.648596, -1.432962, -0.547742], [-2.351238, -0.567500, 0.298689], [-1.535583, 1.048224, 0.229355], [0.280151, 0.615335, -0.010389], [1.103400, 2.114123, -0.221811], [0.045978, -2.666355, -0.614512], [-3.307112, -0.501832, -0.054532], [-2.155771, -0.901105, 1.413310]], "forces_ev_per_angstrom": [[-0.6, 0.0, -0.6], [-3.0, -2.4, 0.7], [8.8, -4.1, 0.3], [-3.3, 0.4, -2.6], [4.4, -0.5, 3.7], [1.7, -0.1, -0.5], [-1.1, 6.0, -0.3], [-1.0, -3.2, 0.4], [-2.3, 3.7, 1.5], [-2.5, 0.0, -0.6], [-1.1, 0.2, -2.1]]}

=====

2.
{"formula": "CH16O6", "method": "ωB97M-V/def2-TZVPD", "homo_ev": -10.77, "spin_multiplicity": 1, "max_force_ev_per_a": 5.68, "homo_lumo_gap_ev": 10.8, "species": ["C", "H", "H", "H", "H", "O", "H", "H", "O", "H", "H", "O", "H", "H", "O", "H", "H", "O", "H", "H", "O", "H", "H"], "xyz": [[1.325735, -2.727427, 0.004855], [0.555528, -2.930881, -0.766526], [1.220313, -1.776733, 0.505756], [2.437000, -2.705866, -0.228820], [1.087399, -3.412279, 0.798750], [-0.848840, 2.375002, -0.025070], [-1.477489, 2.961332, -0.209539], [-1.033073, 1.466944, -0.368184], [-1.681420, 1.325039, 2.388448], [-1.987136, 0.421147, 2.121163], [-1.522642, 1.713770, 1.575237], [-0.523094, -1.294662, 2.338397], [-0.863990, -0.539862, 2.770122], [0.093327, -0.952524, 1.724825], [0.501391, -0.162455, -2.744063], [0.596041, -0.867846, -3.468553], [1.409902, -0.220199, -2.319899], [2.385129, 0.411509, -0.849550], [3.281232, 0.645947, -1.329915], [2.147067, 1.253639, -0.491755], [-1.248002, 0.049783, -0.813872], [-0.464322, -0.171795, -1.375087], [-2.114872, -0.153950, -1.321012]], "forces_ev_per_angstrom": [[0.8, 0.2, 0.3], [1.0, 0.5, 0.0], [-0.5, 0.5, -0.4], [-1.6, -0.7, -0.3], [0.4, -0.7, 0.3], [4.5, -3.0, 1.7], [-4.0, 3.5, -1.5], [-0.4, 0.4, -0.3], [-1.3, -2.9, 2.6], [0.0, 1.3, 0.3], [1.0, 1.7, -2.8], [-0.5, -2.0, 0.3], [-0.1, 1.3, 1.0], [0.9, 0.6, -1.0], [2.1, -2.1, -1.6], [-0.6, 1.5, 1.5], [-1.3, 0.5, -0.1], [3.4, -0.1, -1.9], [-2.6, -0.8, 1.5], [-0.6, 1.0, 0.5], [-2.1, -1.2, -0.9], [-0.9, -0.1, -0.3], [2.6, 0.4, 1.1]]}

=====

3.
{"formula": "H2P2S4", "method": "ωB97M-V/def2-TZVPD", "homo_ev": -8.28, "spin_multiplicity": 1, "max_force_ev_per_a": 2.73, "homo_lumo_gap_ev": 6.4, "species": ["P", "P", "S", "S", "S", "S", "H", "H"], "xyz": [[0.835257, -0.542764, -0.137796], [1.974796, 2.253232, -0.211333], [-2.068708, -1.160190, 0.744342], [0.409392, 1.454550, -1.262765], [2.838684, 0.554308, 0.464167], [1.154120, -1.929598, -1.407427], [-2.950429, -0.716908, 1.764526], [-2.193109, 0.087372, 0.046288]], "forces_ev_per_angstrom": [[0.3, 0.1, 0.0], [-0.4, -1.1, -0.1], [-1.7, 2.1, 0.3], [0.7, 0.4, 0.4], [-0.2, 0.8, -0.4], [0.0, 0.0, 0.0], [1.0, -0.5, -1.2], [0.1, -1.7, 1.0]]}

=====

4.
{"formula": "C5H6O", "method": "ωB97M-V/def2-TZVPD", "homo_ev": -8.40, "spin_multiplicity": 1, "max_force_ev_per_a": 1.54, "homo_lumo_gap_ev": 7.9, "species": ["O", "C", "C", "C", "C", "C", "H", "H", "H", "H", "H", "H"], "xyz": [[0.968726, 0.014307, 1.495686], [-0.091264, -0.546939, 0.835845], [-1.391858, 0.630391, 0.491660], [-0.712798, 1.248915, -0.448831], [0.410643, 0.761707, -1.011332], [0.375039, -0.732115, -0.668357], [1.246885, 0.685596, 0.827768], [-0.464727, -1.404519, 1.405031], [-2.487683, 0.588892, 0.641521], [1.183085, 1.281877, -1.565532], [-0.379284, -1.274924, -1.239026], [1.343236, -1.253188, -0.764432]], "forces_ev_per_angstrom": [[0.0, 0.3, -0.1], [-1.3, 0.6, -0.1], [1.2, -1.0, 0.1], [0.1, 0.2, -0.2], [-0.8, 0.0, -0.8], [-0.3, -0.1, 0.0], [0.3, 0.0, 0.9], [0.0, 0.2, -0.2], [1.0, -0.3, 0.0], [0.1, 0.0, 0.4], [0.1, 0.0, 0.0], [-0.3, 0.2, 0.2]]}

=====

5.
{"formula": "C35H55Cl3CsF7MgN3O14PS2", "method": "ωB97M-V/def2-TZVPD", "homo_ev": -6.71, "spin_multiplicity": 1, "max_force_ev_per_a": 2.69, "homo_lumo_gap_ev": 3.8, "species": ["C", "C", "C", "C", "C", "C", "C", "C", "C", "C", "C", "C", "O", "C", "O", "C", "C", "C", "C", "C", "P", "N", "O", "O", "H", "H", "H", "H", "H", "H", "H", "H", "H", "H", "H", "H", "H", "H", "H", "H", "H", "H", "H", "H", "H", "H", "H", "H", "H", "H", "H", "H", "H", "H", "H", "H", "H", "H", "H", "H", "H", "H", "Mg", "O", "H", "O", "H", "H", "C", "C", "N", "H", "H", "H", "C", "Cl", "Cl", "H", "H", "C", "F", "F", "F", "S", "O", "O", "N", "S", "O", "O", "C", "F", "F", "F", "Cl", "F", "C", "C", "C", "C", "C", "C", "H", "H", "H", "H", "H", "C", "C", "C", "O", "C", "C", "C", "O", "O", "O", "H", "H", "H", "H", "Cs"], "xyz": [[-7.570811, -1.348391, 1.793306], [-6.860550, -0.022575, 2.098557], [-5.327180, -0.126083, 2.005846], [-4.759991, 0.366153, 0.663881], [-4.343125, 1.841599, 0.701256], [-2.876627, 2.108541, 1.053103], [-1.847646, 1.216061, 0.327825], [-0.590451, 1.971288, -0.144201], [0.626147, 1.774171, 0.778994], [1.616791, 0.730229, 0.288102], [1.009976, -0.669495, 0.029161], [1.777751, -1.802165, 0.724096], [1.010935, -2.569370, 1.679194], [0.308556, -1.806876, 2.609789], [-0.875108, -1.922562, 2.650262], [1.071053, -0.888085, 3.550519], [2.594621, -1.097947, 3.620195], [0.410195, -0.997985, 4.950277], [-0.390933, 0.243498, 5.344724], [0.426228, 1.527499, 5.403154], [2.310715, -3.032483, -0.459234], [2.989474, -4.305845, 0.275547], [3.302296, -2.310679, -1.417527], [1.116305, -3.596764, -1.311361], [-7.004022, -2.207833, 2.148248], [-8.535400, -1.363115, 2.305489], [-7.792918, -1.455884, 0.732764], [-7.238855, 0.714365, 1.387042], [-7.151683, 0.298819, 3.094300], [-5.073832, -1.185673, 2.084638], [-4.846847, 0.378136, 2.848251], [-5.550729, 0.256526, -0.082187], [-3.959825, -0.295780, 0.337541], [-4.946680, 2.311940, 1.483160], [-4.607819, 2.364430, -0.217876], [-2.714944, 2.034877, 2.133928], [-2.640892, 3.143660, 0.792404], [-2.339707, 0.772556, -0.538014], [-1.568766, 0.411858, 1.009880], [-0.794480, 3.036979, -0.235359], [-0.312690, 1.610527, -1.135406], [1.179167, 2.712978, 0.823121], [0.267130, 1.575678, 1.797553], [2.436694, 0.673198, 1.012838], [2.073483, 1.082026, -0.638923], [-0.049072, -0.754815, 0.264183], [1.085374, -0.838622, -1.048779], [2.702337, -1.431347, 1.172513], [0.857192, 0.120883, 3.195758], [2.963780, -1.026599, 4.637261], [2.877551, -2.057801, 3.188469], [3.107988, -0.352408, 3.012778], [-0.266673, -1.849244, 4.993811], [1.165876, -1.169954, 5.719243], [-0.833459, 0.058576, 6.325691], [-1.226855, 0.363687, 4.651801], [1.184131, 1.491683, 6.186794], [0.933489, 1.740362, 4.460713], [-0.228003, 2.376854, 5.596235], [2.989213, -4.197200, 1.289395], [4.183537, -2.711818, -1.455330], [0.469396, -4.105468, -0.777544], [2.081326, -5.992997, -0.048382], [-1.896120, -3.470448, -1.716834], [-0.991968, -3.221703, -1.910487], [-8.872734, 0.939623, 4.373500], [-8.924319, 0.177427, 4.958957], [-8.457891, 1.625078, 4.906474], [4.721828, -9.887733, 0.176354], [3.874379, -8.723445, 0.045495], [3.204378, -7.810099, -0.086264], [5.597773, -9.766914, -0.459960], [5.035630, -9.993693, 1.213645], [4.168120, -10.773836, -0.130548], [-4.159201, -5.398983, -2.650596], [-5.042327, -4.327345, -3.735822], [-5.152167, -6.767203, -2.087649], [-3.305279, -5.793133, -3.184364], [-3.829841, -4.818921, -1.796858], [4.512502, -4.845055, -3.392041], [3.363585, -4.823443, -2.671903], [5.387726, -4.080967, -2.706063], [4.969763, -6.099380, -3.346846], [4.235487, -4.240219, -5.112065], [3.788073, -2.892452, -4.927413], [3.308058, -5.187250, -5.656186], [5.731115, -4.415259, -5.543565], [6.240565, -4.060964, -7.002975], [6.261878, -2.659884, -7.306127], [5.794718, -4.958633, -8.026849], [8.006124, -4.510690, -6.707749], [8.133933, -5.796258, -6.368475], [8.542551, -3.773173, -5.730783], [8.703443, -4.298875, -7.824788], [2.943809, 2.950512, -1.586537], [2.470719, 6.060545, -2.497464], [2.907008, 5.875570, -3.732768], [2.128082, 6.321972, -4.788258], [2.584414, 6.152240, -6.084567], [3.805960, 5.536356, -6.325161], [4.566915, 5.091307, -5.253468], [4.129003, 5.258473, -3.944469], [1.177413, 6.793384, -4.581650], [1.984046, 6.500504, -6.913868], [4.153518, 5.402117, -7.342317], [5.513779, 4.609658, -5.438360], [4.709058, 4.917607, -3.094670], [-3.017259, 6.423847, 4.230879], [-3.693884, 5.494405, 3.538211], [-4.351069, 5.798609, 2.205933], [-4.924528, 4.872261, 1.666454], [-4.258005, 7.140958, 1.674300], [-3.582649, 8.066754, 2.368992], [-2.909668, 7.758103, 3.690411], [-2.310164, 8.676564, 4.223114], [-3.436374, 9.323528, 1.978762], [-3.848961, 4.245247, 3.937048], [-2.543955, 6.215998, 5.179879], [-4.740005, 7.352304, 0.730468], [-2.902445, 9.757057, 2.674758], [-4.362704, 3.794774, 3.234076], [6.856030, 6.447407, -5.064413]], "forces_ev_per_angstrom": [[-0.4, 0.3, 0.2], [0.3, -0.3, 0.1], [-0.1, -0.4, -0.5], [-0.3, 0.1, 0.1], [0.0, -0.1, 0.5], [0.4, 0.1, -0.1], [-0.3, 0.5, -0.1], [0.2, -0.6, 0.3], [0.0, 0.6, -0.2], [-0.3, -0.4, 0.3], [0.6, 0.1, -0.3], [-0.3, -0.1, 0.0], [0.3, 0.2, -0.1], [-0.3, 0.2, 0.0], [0.0, -0.2, 0.1], [0.2, -0.4, 0.5], [-0.1, 0.1, -0.7], [-0.3, 0.2, 0.3], [0.0, 0.0, 0.0], [-0.1, 0.0, -0.1], [0.3, -0.2, 0.5], [-0.3, -0.5, 0.7], [-0.3, 0.0, 0.1], [0.5, -0.1, -0.3], [0.1, -0.1, -0.1], [-0.1, 0.0, 0.0], [0.2, -0.2, -0.1], [0.1, 0.3, 0.2], [0.0, 0.1, -0.1], [0.1, 0.0, 0.3], [0.1, 0.1, 0.0], [0.0, -0.1, -0.1], [0.2, 0.1, 0.0], [-0.2, 0.1, -0.2], [0.1, -0.1, -0.2], [-0.1, -0.1, 0.1], [-0.1, 0.1, 0.1], [0.0, -0.1, 0.0], [0.0, -0.2, -0.2], [-0.1, 0.0, -0.1], [0.0, 0.2, -0.1], [0.1, 0.0, 0.0], [0.0, -0.1, 0.0], [0.0, -0.1, 0.0], [-0.1, 0.2, 0.2], [0.0, -0.1, 0.1], [-0.3, 0.0, -0.1], [0.0, 0.1, 0.0], [0.1, 0.0, -0.2], [0.0, 0.0, 0.0], [0.0, -0.2, 0.3], [0.1, 0.1, 0.1], [0.0, -0.1, -0.1], [0.2, 0.0, -0.1], [-0.1, 0.0, 0.0], [0.0, 0.0, -0.1], [0.0, 0.0, 0.0], [0.0, 0.0, 0.0], [0.0, 0.1, 0.1], [0.4, 0.5, -0.1], [0.0, 0.0, -0.3], [-1.0, 0.7, -0.3], [0.5, -0.5, -0.9], [0.4, -0.9, 0.7], [0.0, 0.4, -0.4], [-0.2, 0.1, 0.2], [0.0, 0.0, 0.0], [0.0, 0.0, 0.0], [0.1, -0.1, 0.0], [0.2, -0.4, -0.1], [-0.8, 0.9, 0.2], [0.0, 0.0, 0.0], [0.0, 0.0, 0.0], [0.0, 0.0, 0.0], [0.2, 0.2, 0.1], [-0.1, 0.0, -0.1], [0.0, 0.0, 0.0], [0.0, 0.0, 0.0], [0.1, 0.0, 0.0], [0.5, -0.2, 0.2], [-0.3, -0.2, -0.1], [-0.1, 0.1, 0.0], [-0.1, 0.0, 0.0], [0.0, 0.0, 0.1], [0.1, 0.0, 0.0], [0.1, -0.1, 0.0], [-0.3, 0.1, -0.2], [0.2, 0.0, -0.2], [0.0, 0.0, 0.1], [0.0, -0.1, 0.1], [-0.1, 0.0, 0.2], [0.0, 0.0, 0.0], [0.0, 0.0, 0.0], [0.0, 0.0, 0.0], [0.4, 0.4, -0.3], [0.0, 0.1, 0.0], [0.0, -0.1, -0.1], [0.0, 0.0, 0.0], [0.0, 0.1, 0.0], [0.1, 0.0, -0.2], [-1.5, -0.7, 0.0], [0.2, -0.1, 0.1], [0.0, 0.0, 0.0], [0.0, 0.0, 0.0], [0.0, -0.1, 0.0], [-0.7, -1.0, -0.1], [-0.2, -0.2, 0.1], [0.0, 0.0, 0.1], [0.1, 0.1, 0.0], [0.0, 0.0, 0.0], [-0.1, 0.1, 0.0], [-0.1, 0.0, -0.1], [0.0, 0.0, 0.0], [0.0, -0.1, 0.1], [0.0, 0.1, -0.1], [0.0, 0.0, 0.0], [0.0, 0.0, 0.0], [0.0, 0.0, 0.0], [0.0, 0.0, 0.0], [0.0, 0.0, 0.0], [0.0, 0.0, -0.1], [2.0, 1.7, 0.3]]}